Density functional theory data (ωB97M-V with the def2-TZVPD basis set) for a structure of composition C6H11NS at a distorted geometry.

* gap between HOMO and LUMO: 8.962 eV
* E: -18717.58614 eV
* energy above the lowest of the compared OMol25 structures with the same formula, charge and spin: 763.0 kJ/mol

Geometry (Å):
C -1.9357 0.1774 0.8016
C -0.4903 -0.6442 -0.7428
C 0.5657 -1.0379 0.5304
C 0.9976 0.3895 0.8710
C 0.3137 1.0419 -0.3485
C 0.5010 0.1069 -1.6328
H -1.4104 0.5770 1.9110
H -2.2699 -1.2279 0.6235
H -3.2385 0.9518 0.6912
H -1.1233 -1.4797 -1.1989
H 1.2138 -1.9324 0.0201
H -0.0251 -1.7229 1.1665
H 0.4374 0.8392 1.8471
H 3.1163 0.4653 -0.3133
H 0.2919 2.0625 -0.5501
H -0.1156 0.5205 -2.5419
H 1.5773 -0.2812 -1.6853
N -1.0536 0.3813 -0.4033
S 2.6477 0.8127 0.9546

These are the Löwdin partial charges, in e, on atoms 1 to 2: C -0.082; C -0.541